Density functional theory data (ωB97M-V with the def2-TZVPD basis set) for a molecular structure, C31H33F2IrN5O2S2.

Geometry as XYZ:
```
76
Properties=species:S:1:pos:R:3:lowdin_charge:R:1
Ir -0.47 0.92 -0.28 1.01
C 3.40 1.05 5.53 -0.09
C 1.93 1.11 5.12 -0.28
N 1.60 0.11 4.13 -0.05
C 1.27 0.39 2.87 -0.18
S -2.38 0.19 1.43 0.80
N 1.14 -0.76 2.18 -0.05
N 0.70 -0.66 0.93 -0.10
C 0.72 -1.88 0.29 -0.34
C 1.44 -3.06 0.88 -0.03
C 0.11 -1.98 -0.91 -0.16
C 0.56 -2.52 -2.25 -0.09
C -0.69 -2.42 -3.14 -0.09
C -0.58 -1.18 -4.00 -0.09
C -1.23 -1.11 -2.65 -0.15
N -0.25 -0.73 -1.60 -0.09
H 3.61 1.81 6.29 0.07
H 4.04 1.22 4.67 0.07
H 3.64 0.07 5.95 0.07
H 1.70 2.08 4.68 0.10
H 1.29 0.99 6.00 0.11
H 1.71 -0.87 4.40 0.13
H 0.99 -3.37 1.82 0.07
H 2.47 -2.78 1.11 0.08
H 1.43 -3.89 0.17 0.08
H 1.24 -3.36 -2.36 0.15
H -1.31 -3.27 -3.38 0.14
H -1.17 -1.06 -4.90 0.15
H -2.27 -0.87 -2.50 0.13
F -5.08 2.98 -2.29 0.05
C -3.76 2.72 -2.43 -0.27
C -3.09 2.10 -1.39 -0.07
C -1.73 1.84 -1.54 -0.30
C -1.09 2.22 -2.72 -0.15
C -1.81 2.83 -3.73 -0.21
F -1.19 3.21 -4.87 0.07
C -3.16 3.09 -3.62 0.06
C 0.36 1.94 -2.68 -0.36
C 1.11 1.84 -3.96 -0.03
C 1.28 0.64 -4.49 -0.03
C 0.87 -0.70 -3.91 -0.19
C 1.04 -1.04 -2.44 -0.12
N 0.91 1.55 -1.60 -0.01
H -3.63 1.87 -0.48 0.08
H -3.71 3.58 -4.41 0.13
H 1.43 2.73 -4.49 0.11
H 1.77 0.56 -5.45 0.10
H 1.48 -1.45 -4.43 0.15
H 1.92 -0.72 -1.91 0.16
C 1.29 3.27 1.33 -0.21
S -0.33 2.97 0.70 0.73
O -0.64 4.07 -0.22 -0.43
C -1.39 3.22 2.12 -0.38
C -1.14 2.63 3.35 -0.11
C -2.03 2.85 4.39 -0.07
C -3.15 3.65 4.19 -0.08
C -3.39 4.23 2.96 -0.07
C -2.50 4.02 1.91 -0.07
H 1.30 4.28 1.73 0.07
H 1.94 3.18 0.46 0.06
H 1.53 2.48 2.06 0.00
H -0.28 1.98 3.46 0.05
H -1.84 2.40 5.35 0.11
H -3.84 3.82 5.01 0.10
H -4.26 4.85 2.81 0.11
H -2.66 4.48 0.94 0.11
C -4.18 -1.14 -0.51 -0.06
O -3.32 -1.99 0.28 -0.09
C -2.53 -1.45 1.17 -0.76
C -1.87 -2.47 2.02 -0.06
H -4.66 -1.81 -1.22 0.10
H -3.60 -0.37 -1.00 0.03
H -4.92 -0.67 0.14 0.10
H -2.55 -2.69 2.84 0.10
H -0.94 -2.07 2.44 0.05
H -1.70 -3.39 1.46 0.09
```

Largest force on an atom, Eh/bohr: 0.0039
Electronic energy, Eh: -2725.54486
Multiplicity: 2
LUMO level (spin up / spin down), eV: -0.2 / -0.2
Kohn-Sham gap (spin up / spin down), eV: 6.3 / 6.9

Density functional theory data (ωB97M-V with the def2-TZVPD basis set) for CH4O3 in the gas phase in a non-equilibrium geometry.

Geometry as XYZ:
```
8
Properties=species:S:1:pos:R:3:nbo_charge:R:1
C 0.49 0.39 -0.06 0.19
O 1.54 -0.65 0.24 -0.73
O -1.45 -0.62 -0.03 -0.44
O -0.67 0.30 0.63 -0.28
H 0.97 1.35 0.30 0.18
H 0.22 0.54 -1.19 0.15
H 0.97 -1.35 0.53 0.47
H -2.07 0.04 -0.41 0.47
```

Structure (SMILES): OCOO
Largest force on an atom, Eh/bohr: 0.0695
Electronic energy, Eh: -266.08880
LUMO level, eV: 0.7
Kohn-Sham gap, eV: 11.6